1.
{"formula": "C20H40Br4O8", "method": "wB97M-V/def2-TZVPD", "relative_energy_kcal_mol": 559.3, "energy_ev": -317913.10731, "spin_multiplicity": 1, "orbital_gap_ev": 7.265, "elements": ["O", "C", "O", "C", "C", "C", "H", "H", "H", "H", "H", "H", "H", "H", "O", "C", "O", "C", "C", "C", "H", "H", "H", "H", "H", "H", "H", "H", "O", "C", "O", "C", "C", "C", "H", "H", "H", "H", "H", "H", "H", "H", "O", "C", "O", "C", "C", "C", "H", "H", "H", "H", "H", "H", "H", "H", "Br", "C", "C", "Br", "H", "H", "H", "H", "Br", "C", "C", "Br", "H", "H", "H", "H"], "xyz": [[0.599, 0.691, -2.881], [-0.560, 0.950, -2.731], [-1.502, 0.163, -2.302], [-1.235, -1.241, -2.129], [-2.560, -2.038, -2.170], [-1.165, 2.364, -2.981], [-0.610, -1.363, -1.245], [-0.671, -1.676, -2.954], [-3.146, -1.924, -1.257], [-2.332, -3.103, -2.214], [-3.109, -1.767, -3.071], [-1.652, 2.351, -3.956], [-0.435, 3.164, -2.862], [-1.936, 2.523, -2.227], [-5.460, -0.785, -0.686], [-4.303, -0.707, -0.328], [-3.407, 0.226, -0.766], [-3.815, 0.983, -1.931], [-4.345, 2.369, -1.469], [-3.899, -1.677, 0.751], [-4.498, 0.566, -2.671], [-2.879, 1.214, -2.441], [-4.661, 2.863, -2.388], [-3.615, 2.923, -0.879], [-5.196, 2.178, -0.815], [-2.879, -1.584, 1.126], [-3.887, -2.701, 0.378], [-4.614, -1.600, 1.570], [3.502, -2.171, 4.236], [3.693, -1.437, 3.275], [2.885, -0.643, 2.696], [1.516, -0.345, 3.134], [0.463, -1.406, 2.839], [5.073, -1.256, 2.740], [1.334, 0.622, 2.665], [1.536, -0.086, 4.193], [0.715, -2.279, 3.440], [0.540, -1.761, 1.811], [-0.519, -1.050, 3.151], [5.582, -2.177, 3.026], [5.540, -0.395, 3.219], [5.021, -1.174, 1.655], [0.396, -2.479, -2.056], [0.410, -2.539, -0.817], [1.172, -1.823, 0.031], [2.338, -1.057, -0.439], [2.662, 0.048, 0.545], [-0.633, -3.403, -0.086], [2.159, -0.743, -1.467], [3.249, -1.653, -0.502], [3.074, 0.921, 0.039], [3.367, -0.424, 1.229], [1.897, 0.520, 1.161], [-1.388, -3.749, -0.792], [-1.062, -2.803, 0.716], [-0.093, -4.219, 0.396], [-1.781, -0.950, 1.250], [-0.482, 0.592, 1.026], [-0.242, 0.842, -0.458], [1.180, 2.153, -0.562], [0.493, 0.264, 1.388], [-0.830, 1.448, 1.605], [-1.133, 1.275, -0.914], [0.093, -0.087, -0.917], [2.153, 5.785, 0.233], [3.413, 4.315, 0.863], [3.163, 3.180, -0.103], [4.188, 1.639, 0.516], [3.135, 4.092, 1.893], [4.395, 4.787, 0.895], [3.500, 3.300, -1.132], [2.095, 2.965, -0.092]]}

---

2.
{"formula": "C5H8O2", "method": "wB97M-V/def2-TZVPD", "relative_energy_kcal_mol": 24.7, "energy_ev": -9408.76007, "smiles": "CC(=O)C1(O)CC1", "spin_multiplicity": 1, "orbital_gap_ev": 10.608, "elements": ["C", "C", "O", "C", "O", "C", "C", "H", "H", "H", "H", "H", "H", "H", "H"], "xyz": [[1.542, 0.225, -1.109], [1.000, -0.499, 0.096], [1.745, -1.247, 0.708], [-0.393, -0.342, 0.599], [-0.640, -1.124, 1.718], [-1.549, -0.108, -0.335], [-1.052, 1.013, 0.529], [2.401, -0.371, -1.387], [0.829, 0.340, -1.935], [1.902, 1.221, -0.831], [0.217, -1.545, 1.914], [-2.463, -0.608, -0.028], [-1.384, -0.064, -1.408], [-0.524, 1.839, 0.060], [-1.632, 1.270, 1.409]]}

---

3.
{"formula": "C4H14NO2", "method": "wB97M-V/def2-TZVPD", "relative_energy_kcal_mol": 33.6, "total_charge": 1, "energy_ev": -9953.30459, "spin_multiplicity": 1, "orbital_gap_ev": 11.321, "elements": ["C", "C", "C", "C", "N", "H", "H", "H", "H", "H", "H", "H", "H", "H", "H", "H", "H", "O", "H", "H", "O"], "xyz": [[1.928, 1.982, 0.499], [2.026, 0.707, -0.371], [0.734, 0.370, -1.033], [0.361, 0.411, -2.299], [-0.409, 0.124, -0.068], [2.762, 2.602, 0.157], [0.955, 2.454, 0.458], [2.297, 1.797, 1.505], [2.753, 0.717, -1.176], [2.307, -0.169, 0.207], [-0.639, 0.452, -2.697], [1.189, 0.655, -2.963], [-0.913, 0.975, 0.109], [-0.133, -0.398, 0.773], [-1.024, -0.618, -0.454], [-2.661, -2.260, -0.930], [-1.352, -3.030, -1.039], [-1.732, -2.223, -0.669], [-1.821, -0.352, 3.856], [-2.587, -1.294, 2.944], [-1.811, -0.725, 2.964]]}

---

4.
{"formula": "C39H49ClN4O2PSSi2Ti", "method": "wB97M-V/def2-TZVPD", "relative_energy_kcal_mol": 3.1, "total_charge": 1, "energy_ev": -122811.87887, "spin_multiplicity": 1, "orbital_gap_ev": 7.324, "elements": ["Ti", "O", "C", "C", "C", "C", "C", "C", "C", "C", "N", "H", "H", "H", "H", "H", "H", "H", "H", "H", "H", "H", "C", "Si", "C", "C", "N", "C", "C", "C", "C", "C", "C", "N", "Si", "C", "C", "C", "H", "H", "H", "H", "H", "H", "H", "H", "H", "H", "H", "H", "H", "H", "H", "H", "H", "H", "H", "H", "H", "H", "Cl", "C", "C", "C", "C", "C", "C", "P", "C", "C", "C", "C", "C", "C", "C", "C", "C", "C", "C", "C", "H", "H", "H", "H", "H", "H", "H", "H", "H", "H", "H", "H", "H", "H", "O", "H", "H", "S", "C", "N"], "xyz": [[0.149, 0.696, 1.498], [0.371, -1.330, 1.038], [-0.295, -2.415, 0.357], [-1.430, -2.948, 1.207], [-2.189, -1.798, 1.860], [-2.727, -0.787, 0.889], [-3.969, -1.009, 0.310], [-4.532, -0.056, -0.518], [-3.826, 1.111, -0.753], [-2.585, 1.255, -0.170], [-2.023, 0.336, 0.633], [1.138, -1.640, 1.599], [0.450, -3.180, 0.137], [-0.651, -2.001, -0.586], [-1.056, -3.614, 1.987], [-2.093, -3.542, 0.571], [-1.520, -1.308, 2.561], [-3.019, -2.183, 2.454], [-4.498, -1.922, 0.550], [-5.504, -0.215, -0.964], [-4.219, 1.899, -1.377], [-2.023, 2.161, -0.338], [-2.647, 0.835, 3.948], [-1.011, 0.243, 4.637], [-1.070, -1.565, 5.151], [-0.667, 1.334, 6.111], [0.304, 0.373, 3.353], [1.598, 0.703, 3.831], [2.066, 0.529, 5.131], [3.281, 1.084, 5.506], [4.018, 1.830, 4.597], [3.607, 1.920, 3.276], [2.452, 1.266, 2.864], [2.008, 1.101, 1.537], [3.273, 1.055, 0.258], [2.730, -0.200, -1.033], [4.856, 0.350, 0.985], [3.576, 2.778, -0.405], [-3.448, 0.242, 4.401], [-2.774, 0.812, 2.872], [-2.787, 1.873, 4.257], [-1.074, -1.641, 6.240], [-0.198, -2.117, 4.789], [-1.963, -2.074, 4.785], [-1.650, 1.638, 6.485], [-0.121, 2.242, 5.852], [-0.149, 0.832, 6.926], [1.481, -0.013, 5.860], [3.632, 0.963, 6.522], [4.924, 2.330, 4.910], [4.198, 2.482, 2.563], [1.685, -0.500, -0.949], [3.338, -1.104, -0.929], [2.876, 0.168, -2.052], [5.379, -0.169, 0.175], [4.683, -0.372, 1.786], [5.535, 1.102, 1.384], [3.541, 2.792, -1.496], [4.562, 3.137, -0.102], [2.831, 3.482, -0.032], [0.405, 2.185, -1.143], [0.718, 2.000, -2.872], [1.398, 3.068, -3.441], [1.706, 3.022, -4.789], [1.337, 1.917, -5.545], [0.648, 0.875, -4.952], [0.311, 0.889, -3.594], [-0.648, -0.468, -2.824], [-2.316, -0.170, -3.502], [-3.243, -1.211, -3.408], [-4.550, -1.033, -3.829], [-4.959, 0.197, -4.331], [-4.049, 1.239, -4.419], [-2.732, 1.055, -4.012], [-0.082, -1.917, -3.786], [-0.586, -2.278, -5.036], [-0.090, -3.390, -5.700], [0.918, -4.154, -5.126], [1.424, -3.808, -3.882], [0.921, -2.701, -3.214], [1.678, 3.915, -2.831], [2.237, 3.849, -5.243], [1.581, 1.871, -6.598], [0.361, 0.020, -5.550], [-2.934, -2.175, -3.018], [-5.251, -1.857, -3.768], [-5.980, 0.338, -4.663], [-4.357, 2.197, -4.819], [-2.031, 1.877, -4.101], [-1.378, -1.694, -5.488], [-0.489, -3.661, -6.669], [1.304, -5.020, -5.647], [2.207, -4.404, -3.431], [1.317, -2.433, -2.241], [2.459, -2.065, 2.431], [3.209, -1.965, 1.831], [2.662, -1.514, 3.202], [-0.762, 2.930, 1.815], [0.108, 3.438, 3.165], [0.703, 3.788, 4.090]]}

---

5.
{"formula": "C21H45BF4IN3", "method": "wB97M-V/def2-TZVPD", "energy_ev": -46625.62473, "spin_multiplicity": 1, "orbital_gap_ev": 7.301, "elements": ["C", "C", "C", "C", "C", "C", "C", "C", "C", "C", "C", "C", "C", "C", "C", "C", "C", "C", "C", "C", "N", "C", "N", "N", "I", "H", "H", "H", "H", "H", "H", "H", "H", "H", "H", "H", "H", "H", "H", "H", "H", "H", "H", "H", "H", "H", "H", "H", "H", "H", "H", "H", "H", "H", "H", "H", "H", "H", "H", "H", "H", "H", "H", "H", "H", "H", "H", "H", "H", "H", "B", "F", "F", "F", "F"], "xyz": [[-4.181, -0.863, -1.438], [-3.230, -1.675, -0.424], [-2.775, -3.092, -1.042], [-1.456, -3.513, -0.282], [-0.565, -4.629, -0.984], [-0.770, -4.818, -2.540], [0.014, -3.785, -3.460], [0.260, -2.360, -2.814], [0.671, -1.280, -3.930], [0.888, 0.109, -3.189], [-0.333, 1.124, -3.278], [0.056, 2.608, -3.674], [1.337, 3.178, -2.934], [1.036, 4.159, -1.713], [1.473, 3.419, -0.349], [0.259, 2.478, 0.046], [0.350, 1.801, 1.490], [1.222, 2.591, 2.553], [0.838, 2.291, 4.062], [1.395, 0.917, 4.630], [1.499, -0.165, 3.604], [2.772, -0.262, 3.001], [3.899, 0.614, 3.272], [2.960, -1.200, 2.069], [1.522, -2.525, 1.437], [-3.578, -0.038, -1.915], [-4.638, -1.539, -2.216], [-4.993, -0.351, -0.838], [-3.767, -1.807, 0.568], [-2.316, -1.018, -0.281], [-3.649, -3.792, -0.881], [-2.645, -2.899, -2.146], [-0.814, -2.595, -0.125], [-1.717, -3.900, 0.757], [0.525, -4.345, -0.804], [-0.718, -5.615, -0.439], [-0.350, -5.847, -2.792], [-1.847, -4.855, -2.878], [1.006, -4.233, -3.753], [-0.570, -3.618, -4.418], [1.132, -2.457, -2.104], [-0.669, -1.932, -2.318], [1.672, -1.560, -4.394], [-0.131, -1.238, -4.718], [1.030, -0.132, -2.084], [1.838, 0.588, -3.588], [-0.970, 1.071, -2.338], [-1.018, 0.736, -4.104], [-0.821, 3.271, -3.375], [0.152, 2.737, -4.792], [2.063, 2.401, -2.567], [1.909, 3.793, -3.704], [-0.016, 4.551, -1.666], [1.767, 5.026, -1.814], [1.718, 4.217, 0.407], [2.431, 2.832, -0.524], [-0.720, 3.024, -0.063], [0.245, 1.616, -0.698], [0.750, 0.751, 1.323], [-0.702, 1.728, 1.894], [2.318, 2.387, 2.317], [1.025, 3.696, 2.383], [-0.278, 2.406, 4.233], [1.323, 3.109, 4.682], [2.340, 1.100, 5.221], [0.632, 0.558, 5.394], [1.322, -1.055, 4.096], [4.706, 0.086, 3.611], [4.141, 1.184, 2.459], [3.884, -1.265, 1.628], [-2.433, 1.621, 6.653], [-2.654, 1.432, 5.254], [-2.721, 0.413, 7.348], [-1.066, 1.975, 6.864], [-3.273, 2.662, 7.133]]}

---

- Which formula does entry 5 have?
  C21H45BF4IN3